The following is a DFT calculation (the ωB97M-V functional and the def2-TZVPD basis) of 2 unconnected molecules or ions with the total composition C2H6O3 at a distorted geometry.

Geometry as ORCA input:
```
! wB97M-V def2-TZVPD RIJCOSX def2/J DEFGRID3
* xyz 0 1
O -0.76 -2.84 0.39
C -0.91 -1.94 -0.37
O 0.04 -1.26 -1.03
H -1.93 -1.67 -0.68
H 0.68 -0.90 -0.36
C 0.45 1.68 0.03
O 0.84 0.48 0.75
H 1.38 2.24 0.05
H -0.39 2.23 0.46
H -0.01 1.39 -0.91
H 0.61 0.59 1.67
*
```

For the LUMO energy, the calculation gives 0.02209 hartree. The SMILES is O=CO.CO. The value obtained for the HOMO-LUMO gap is 11.1 eV. The energy relative to the best compared isomer or geometry (same formula, charge and spin) comes out at 1.562 eV. The total energy comes out at -305.4951 a.u. For the HOMO energy, the calculation gives -10.457 eV.